# C40H60N4O24

12 unconnected molecules or ions with the total composition C40H60N4O24 in a non-equilibrium geometry (ωB97M-V/def2-TZVPD, OMol25).

Cartesian coordinates (Å):
1 O -2.47 -23.26 -12.01
2 C -1.36 -23.09 -11.57
3 O -1.24 -22.36 -10.43
4 C 0.14 -22.43 -9.96
5 C 0.92 -22.93 -11.24
6 O -0.23 -23.58 -11.95
7 H 0.46 -21.48 -9.61
8 H 0.26 -23.20 -9.15
9 H 1.64 -23.68 -11.01
10 H 1.26 -22.09 -11.80
11 O 1.90 -17.45 -16.00
12 C 1.88 -18.58 -15.61
13 O 1.59 -18.89 -14.30
14 C 1.61 -20.38 -14.10
15 C 1.77 -20.86 -15.52
16 O 2.17 -19.70 -16.35
17 H 2.45 -20.53 -13.43
18 H 0.73 -20.69 -13.56
19 H 0.87 -21.29 -15.91
20 H 2.58 -21.58 -15.66
21 O -1.59 -13.19 -15.96
22 C -1.12 -13.87 -16.86
23 O -0.94 -15.15 -16.66
24 C -0.42 -15.84 -17.81
25 C -0.58 -14.73 -18.85
26 O -0.61 -13.51 -18.05
27 H 0.61 -16.04 -17.74
28 H -1.00 -16.73 -18.01
29 H -1.50 -14.80 -19.44
30 H 0.28 -14.68 -19.51
31 O -2.48 -13.72 -11.97
32 C -3.25 -14.42 -12.56
33 O -2.82 -15.46 -13.23
34 C -3.96 -16.15 -13.76
35 C -5.02 -15.07 -13.89
36 O -4.60 -14.20 -12.76
37 H -3.73 -16.59 -14.75
38 H -4.28 -16.96 -13.03
39 H -6.02 -15.57 -13.80
40 H -4.93 -14.50 -14.81
41 O -2.05 -22.21 -17.02
42 C -1.15 -21.76 -17.73
43 O -0.44 -22.56 -18.62
44 C 0.19 -21.68 -19.55
45 C 0.18 -20.26 -18.92
46 O -0.87 -20.41 -17.87
47 H 1.20 -21.95 -19.68
48 H -0.45 -21.66 -20.50
49 H -0.19 -19.51 -19.66
50 H 1.13 -20.01 -18.46
51 O -0.24 -15.58 -10.54
52 C 0.06 -14.92 -11.50
53 O 0.32 -13.58 -11.50
54 C 0.74 -13.20 -12.80
55 C 0.37 -14.36 -13.62
56 O 0.44 -15.44 -12.66
57 H 0.13 -12.26 -13.00
58 H 1.79 -12.86 -12.86
59 H 1.05 -14.50 -14.45
60 H -0.67 -14.36 -14.04
61 O -2.28 -19.00 -20.39
62 C -2.99 -19.46 -19.49
63 O -3.46 -20.68 -19.48
64 C -4.51 -20.75 -18.48
65 C -4.08 -19.61 -17.51
66 O -3.50 -18.70 -18.48
67 H -5.42 -20.44 -18.98
68 H -4.50 -21.78 -18.06
69 H -3.40 -19.88 -16.70
70 H -4.94 -19.16 -17.09
71 O -6.32 -18.64 -13.18
72 C -6.07 -19.63 -12.59
73 O -5.25 -20.62 -13.02
74 C -5.23 -21.71 -12.06
75 C -5.71 -21.03 -10.83
76 O -6.44 -19.88 -11.33
77 H -5.84 -22.47 -12.50
78 H -4.18 -22.03 -12.01
79 H -4.87 -20.69 -10.18
80 H -6.46 -21.59 -10.20
81 C 4.71 -17.45 -7.38
82 C 4.21 -17.45 -8.79
83 C 2.71 -17.81 -8.90
84 C 2.28 -19.13 -8.31
85 N 1.88 -20.13 -7.96
86 H 5.69 -17.01 -7.09
87 H 4.76 -18.46 -7.03
88 H 4.04 -16.89 -6.75
89 H 4.82 -18.11 -9.36
90 H 4.44 -16.47 -9.27
91 H 2.48 -17.85 -9.97
92 H 2.08 -16.97 -8.55
93 C -2.17 -26.11 -15.62
94 C -1.27 -25.26 -14.82
95 C 0.08 -25.02 -15.57
96 C 1.15 -24.25 -14.86
97 N 1.90 -23.66 -14.26
98 H -3.08 -26.40 -15.00
99 H -1.63 -26.98 -15.89
100 H -2.57 -25.56 -16.46
101 H -0.96 -25.77 -13.93
102 H -1.73 -24.28 -14.55
103 H 0.13 -24.53 -16.53
104 H 0.50 -26.02 -15.71
105 C -1.85 -20.03 -14.41
106 C -2.28 -19.17 -13.29
107 C -1.14 -18.23 -12.73
108 C -0.24 -18.89 -11.81
109 N 0.36 -19.52 -11.04
110 H -1.22 -20.85 -14.10
111 H -1.28 -19.35 -15.02
112 H -2.69 -20.49 -14.90
113 H -2.69 -19.82 -12.52
114 H -3.10 -18.55 -13.61
115 H -1.52 -17.38 -12.16
116 H -0.47 -17.86 -13.55
117 C -1.41 -19.62 -7.93
118 C -1.13 -18.13 -7.87
119 C -2.44 -17.29 -8.07
120 C -3.16 -17.67 -9.27
121 N -3.79 -17.97 -10.19
122 H -0.48 -20.20 -7.91
123 H -1.97 -19.89 -8.80
124 H -2.10 -19.98 -7.04
125 H -0.42 -17.88 -8.70
126 H -0.67 -17.85 -6.90
127 H -2.17 -16.25 -8.12
128 H -3.06 -17.35 -7.19

Values from the calculation:
spin multiplicity = 1
energy relative to the best compared isomer or geometry (same formula, charge and spin) = 8.65 kcal/mol
DFT total energy = -3584.98277 Eh
LUMO = 0.4 eV
SMILES = O=C1OCCO1.O=C1OCCO1.O=C1OCCO1.O=C1OCCO1.O=C1OCCO1.O=C1OCCO1.O=C1OCCO1.O=C1OCCO1.CCCC#N.CCCC#N.CCCC#N.CCCC#N
highest occupied orbital energy = -10.343 eV

These are the Mulliken partial charges, in e, on atoms 1 to 6:
1. O -0.668
2. C 0.684
3. O -0.265
4. C 0.224
5. C 0.131
6. O -0.327

# C41H65GeN5OP3Tb

A molecular structure, C41H65GeN5OP3Tb in a non-equilibrium geometry (ωB97M-V/def2-TZVPD, OMol25).

Cartesian coordinates (Å):
1 Tb 1.45 -1.04 -0.27
2 C 2.02 -2.56 -4.18
3 C 2.16 -1.29 -3.35
4 C 3.12 -0.28 -3.99
5 P 0.44 -0.65 -2.86
6 C 0.83 1.11 -2.27
7 N -0.26 1.70 -1.48
8 Ge -0.54 0.83 0.15
9 N 0.23 1.83 1.53
10 C 1.67 1.61 1.65
11 P 2.12 -0.14 2.21
12 C 3.95 -0.26 1.71
13 C 4.19 0.16 0.25
14 C 4.40 -1.73 1.84
15 C 2.31 0.28 4.07
16 C 0.94 0.37 4.75
17 C 3.16 -0.74 4.84
18 C -0.42 2.98 2.12
19 C 0.12 3.60 3.27
20 C -0.49 4.71 3.86
21 C -1.66 5.23 3.32
22 C -2.22 4.65 2.19
23 C -1.62 3.53 1.57
24 N -2.19 2.99 0.38
25 C -1.85 3.59 -0.87
26 C -2.43 4.82 -1.20
27 C -2.14 5.45 -2.41
28 C -1.26 4.86 -3.30
29 C -0.66 3.64 -2.99
30 C -0.92 2.96 -1.78
31 C -3.43 2.28 0.48
32 C -4.63 3.00 0.59
33 C -5.85 2.34 0.69
34 C -5.89 0.96 0.68
35 C -4.72 0.22 0.55
36 C -3.45 0.85 0.45
37 N -2.24 0.06 0.30
38 C -2.23 -1.35 -0.08
39 P -0.80 -2.25 0.74
40 C -0.80 -3.91 -0.18
41 C -2.18 -4.49 -0.54
42 C 0.06 -4.93 0.57
43 C -1.46 -2.53 2.51
44 C -1.80 -1.18 3.14
45 C -2.66 -3.47 2.65
46 C -0.57 -0.41 -4.46
47 C -1.93 0.20 -4.10
48 C 0.10 0.40 -5.57
49 H 3.02 -3.02 -4.36
50 H 1.56 -2.34 -5.17
51 H 1.40 -3.31 -3.65
52 H 2.64 -1.58 -2.39
53 H 2.79 0.09 -4.97
54 H 4.11 -0.76 -4.14
55 H 3.28 0.59 -3.32
56 H 1.17 1.71 -3.12
57 H 1.71 1.04 -1.61
58 H 2.21 2.37 2.23
59 H 2.05 1.75 0.62
60 H 4.56 0.39 2.36
61 H 3.55 -0.43 -0.44
62 H 5.26 -0.01 -0.02
63 H 4.02 1.24 0.10
64 H 3.81 -2.37 1.15
65 H 4.26 -2.14 2.86
66 H 5.47 -1.83 1.58
67 H 2.82 1.26 4.16
68 H 0.46 -0.63 4.75
69 H 0.29 1.09 4.23
70 H 1.06 0.70 5.80
71 H 2.74 -1.76 4.75
72 H 3.20 -0.46 5.91
73 H 4.21 -0.72 4.48
74 H 1.02 3.24 3.74
75 H -0.05 5.16 4.74
76 H -2.13 6.09 3.78
77 H -3.12 5.10 1.79
78 H -3.12 5.31 -0.53
79 H -2.60 6.40 -2.65
80 H -1.04 5.35 -4.24
81 H 0.01 3.26 -3.75
82 H -4.65 4.08 0.60
83 H -6.77 2.91 0.78
84 H -6.85 0.45 0.75
85 H -4.85 -0.85 0.55
86 H -2.02 -1.40 -1.17
87 H -3.17 -1.89 0.09
88 H -0.31 -3.71 -1.15
89 H -2.80 -4.76 0.33
90 H -2.05 -5.42 -1.14
91 H -2.75 -3.78 -1.18
92 H -0.37 -5.18 1.56
93 H 1.08 -4.51 0.72
94 H 0.15 -5.86 -0.03
95 H -0.62 -2.98 3.08
96 H -2.70 -0.74 2.67
97 H -0.96 -0.48 3.01
98 H -2.01 -1.31 4.22
99 H -3.53 -3.11 2.05
100 H -2.97 -3.52 3.72
101 H -2.39 -4.50 2.38
102 H -0.77 -1.42 -4.87
103 H -1.81 1.23 -3.70
104 H -2.45 -0.42 -3.35
105 H -2.57 0.25 -5.01
106 H 0.38 1.42 -5.23
107 H -0.60 0.51 -6.43
108 H 0.97 -0.14 -5.96
109 N 3.93 0.72 -2.02
110 C 3.15 0.16 -1.46
111 C 3.12 -4.16 -1.15
112 O 2.39 -2.98 -0.89
113 H 3.47 -4.16 -2.18
114 H 2.48 -5.03 -0.96
115 H 3.98 -4.19 -0.47
116 H 1.61 -2.98 -1.52
117 H 2.63 -1.02 1.43

Values from the calculation:
spin multiplicity = 8
DFT total energy = -5875.04981 Eh
charge = +1
LUMO (alpha / beta) = -3.3 / -2.7 eV
highest occupied orbital energy (alpha / beta) = -9.435 / -9.090 eV

These are the Mulliken partial charges, in e, on atoms 1 to 6:
1. Tb -3.300
2. C -1.749
3. C 1.491
4. C -1.311
5. P 1.094
6. C -1.629